Here is a cluster of 6 separate species, C20H48ClNO9S6 in total from the Open Molecules 2025 dataset. Energies are from ωB97M-V with the def2-TZVPD basis set.

The geometry in XYZ format:
```
85
Properties=species:S:1:pos:R:3:mulliken_charge:R:1
C -0.874 0.033 -2.006 -0.69
C 0.203 0.408 -2.967 0.61
O 0.537 -0.319 -3.797 -0.53
O 0.800 1.635 -2.856 -0.26
C 2.143 1.519 -2.334 -0.98
N 2.465 2.528 -1.361 0.52
C 1.429 2.674 -0.321 0.15
C 1.525 1.595 0.773 -1.20
C 2.191 2.103 2.050 -0.53
Cl 1.165 1.629 3.458 -0.14
C 2.758 3.786 -1.941 0.26
O 3.477 4.518 -1.415 -0.51
O 2.143 4.076 -3.104 -0.30
C 1.662 5.426 -3.166 -0.77
C 0.639 5.781 -2.096 -0.78
C -0.627 4.928 -2.316 -0.28
S -1.702 4.975 -0.830 -0.22
H -1.627 0.811 -1.921 0.34
H -1.404 -0.851 -2.349 0.22
H -0.500 -0.214 -1.018 0.16
H 2.823 1.650 -3.171 0.44
H 2.300 0.508 -1.969 0.44
H 1.644 3.609 0.186 0.45
H 0.420 2.772 -0.711 -0.06
H 2.004 0.705 0.379 0.32
H 0.502 1.331 1.019 0.54
H 3.195 1.734 2.214 0.16
H 2.245 3.181 2.102 0.39
H 1.164 5.522 -4.123 0.45
H 2.467 6.151 -3.161 0.37
H 0.358 6.813 -2.281 0.41
H 1.020 5.716 -1.085 0.46
H -0.378 3.901 -2.544 0.06
H -1.158 5.382 -3.140 0.44
H -0.834 5.411 0.104 0.10
C -1.484 -2.936 4.547 -0.98
S -1.789 -1.556 3.432 0.46
O -0.553 -1.357 2.628 -0.55
C -1.815 -0.289 4.708 -0.80
H -1.394 -3.842 3.950 0.32
H -0.559 -2.766 5.097 0.29
H -2.323 -3.036 5.236 0.37
H -0.871 -0.290 5.253 0.27
H -2.645 -0.479 5.389 0.45
H -1.954 0.677 4.232 0.20
C -0.989 -4.809 -3.473 -0.92
S -2.458 -4.114 -2.702 0.45
O -2.002 -3.022 -1.797 -0.57
C -2.826 -5.542 -1.682 -0.81
H -0.566 -4.056 -4.135 0.31
H -0.262 -5.073 -2.705 0.29
H -1.268 -5.691 -4.051 0.36
H -1.977 -5.760 -1.033 0.31
H -3.044 -6.399 -2.319 0.29
H -3.698 -5.311 -1.074 0.33
C -2.615 5.067 5.838 -1.02
S -1.926 4.145 4.455 0.50
O -1.856 2.718 4.866 -0.56
C -0.267 4.822 4.592 -0.60
H -3.653 4.766 5.962 0.33
H -2.056 4.839 6.746 0.30
H -2.568 6.134 5.620 0.38
H 0.137 4.610 5.582 0.34
H -0.300 5.898 4.417 0.42
H 0.354 4.346 3.836 -0.12
C -5.494 -10.314 -2.080 -0.94
S -4.229 -9.623 -3.153 0.43
O -3.682 -8.421 -2.467 -0.59
C -5.359 -9.039 -4.424 -0.92
H -5.006 -10.705 -1.189 0.31
H -6.203 -9.536 -1.798 0.30
H -6.006 -11.124 -2.600 0.37
H -6.077 -8.344 -3.987 0.30
H -5.875 -9.889 -4.869 0.37
H -4.775 -8.528 -5.187 0.31
C 5.513 1.369 0.140 -0.36
S 6.522 0.755 1.495 0.50
O 6.446 1.761 2.586 -0.62
C 8.103 0.982 0.667 -0.95
H 4.473 1.356 0.456 -0.34
H 5.803 2.391 -0.107 0.33
H 5.636 0.721 -0.729 0.44
H 8.224 2.029 0.388 0.30
H 8.144 0.346 -0.217 0.34
H 8.892 0.695 1.360 0.34
```

Computed properties:
Total energy: -4371.89311 Ha
Kohn-Sham gap: 8.75 eV

---

Here is a structure of composition C31H30F5MoN11S from the Open Molecules 2025 dataset. Energies are from ωB97M-V with the def2-TZVPD basis set.

The geometry in XYZ format:
```
79
Properties=species:S:1:pos:R:3:mulliken_charge:R:1
Mo 0.108 0.537 1.044 -0.02
C 0.286 -2.855 3.916 -1.81
C 0.176 -1.951 2.740 0.38
N 0.316 -0.668 2.804 0.47
C 0.599 -0.010 4.091 -1.18
C 0.723 1.487 3.847 -0.74
N -0.289 1.812 2.822 -0.27
C -0.466 3.243 2.481 -0.91
C 0.596 3.629 1.481 -0.84
N 0.617 2.613 0.402 0.01
C -0.203 2.923 -0.793 -1.16
C 0.053 1.800 -1.778 -1.17
N 0.052 0.535 -1.046 1.39
C 0.017 -0.600 -1.731 -0.22
C -0.353 -0.667 -3.178 -1.97
C -0.131 -1.774 -0.851 0.66
C -0.427 -3.080 -1.255 -1.02
C -0.500 -4.073 -0.312 -1.23
C -0.280 -3.766 1.036 -0.97
C -0.056 -2.456 1.381 0.84
N -0.022 -1.469 0.447 1.06
H -0.175 -2.415 4.799 0.42
H 1.341 -3.034 4.149 0.35
H -0.179 -3.817 3.730 0.48
H 1.512 -0.414 4.534 0.48
H -0.224 -0.213 4.782 0.55
H 1.710 1.748 3.466 0.35
H 0.548 2.047 4.769 0.54
H -1.193 1.473 3.148 0.40
H -0.429 3.865 3.377 0.47
H -1.457 3.332 2.035 0.36
H 1.585 3.645 1.943 0.40
H 0.408 4.623 1.071 0.43
H 1.583 2.538 0.075 0.34
H 0.089 3.887 -1.214 0.60
H -1.250 2.958 -0.496 0.45
H 1.031 1.920 -2.264 0.36
H -0.712 1.807 -2.555 0.59
H -1.421 -0.457 -3.299 0.36
H -0.144 -1.652 -3.586 0.57
H 0.215 0.057 -3.756 0.47
H -0.567 -3.300 -2.301 0.58
H -0.715 -5.090 -0.608 0.49
H -0.304 -4.542 1.785 0.42
F 4.839 -3.027 -6.805 -0.27
C 4.268 -2.595 -5.695 0.68
C 4.641 -1.376 -5.146 0.04
F 5.579 -0.643 -5.730 -0.27
C 4.028 -0.932 -3.990 0.27
F 4.419 0.252 -3.491 -0.30
C 3.050 -1.671 -3.327 0.13
S 2.333 -1.070 -1.846 0.23
C 2.709 -2.889 -3.904 -0.12
F 1.767 -3.653 -3.327 -0.28
C 3.291 -3.354 -5.069 -0.05
F 2.920 -4.519 -5.583 -0.27
N -9.841 1.767 0.247 -0.40
C -8.708 1.617 0.352 -0.14
C -7.290 1.432 0.482 0.55
C -6.659 1.743 1.686 -0.74
C -5.296 1.565 1.809 -0.51
C -4.550 1.075 0.733 0.00
C -5.192 0.764 -0.470 -0.49
C -6.556 0.941 -0.596 -0.74
C -3.138 0.895 0.852 0.99
C -1.929 0.744 0.951 -0.15
H -7.242 2.121 2.514 0.47
H -4.802 1.800 2.742 0.43
H -4.616 0.380 -1.301 0.51
H -7.060 0.703 -1.522 0.47
N 5.357 1.333 -0.325 -0.60
N 4.310 0.732 0.314 1.11
N 4.453 -0.385 0.987 -0.99
C 3.235 -0.560 1.469 -0.47
N 2.412 0.425 1.099 0.82
N 3.136 1.257 0.359 -0.87
H 6.076 0.633 -0.473 0.36
H 5.026 1.725 -1.201 0.32
H 2.960 -1.408 2.071 0.57
```

Computed properties:
Total energy: -2766.74933 Ha
Charge: +2
2S+1: 3
Kohn-Sham gap (spin up / spin down): 5.93 / 5.19 eV

---

Here is a structure of composition C39H31N5O5ReS from the Open Molecules 2025 dataset. Energies are from ωB97M-V with the def2-TZVPD basis set.

The geometry in XYZ format:
```
82
Properties=species:S:1:pos:R:3:mulliken_charge:R:1
Re -1.286 0.292 -0.666 1.46
O -2.641 -5.076 -0.028 -0.68
C -1.507 -5.086 -0.731 0.50
C -0.916 -6.331 -0.968 -0.62
C 0.259 -6.431 -1.679 -0.41
C 0.880 -5.290 -2.185 -0.71
C 0.308 -4.056 -1.965 -0.64
C -0.884 -3.927 -1.242 0.56
C -1.413 -2.578 -1.012 0.58
O -0.773 -1.559 -1.504 -0.81
N -2.503 -2.426 -0.299 -0.84
N -2.844 -1.111 -0.176 0.01
C -3.967 -0.835 0.401 0.11
C -4.598 0.442 0.311 0.25
C -5.817 0.654 0.977 -0.94
C -6.541 1.803 0.784 -0.63
C -6.057 2.777 -0.097 -0.49
C -4.869 2.602 -0.765 -0.49
C -4.102 1.434 -0.580 0.84
O -2.990 1.294 -1.257 -0.85
H -2.910 -4.134 0.102 0.54
H -1.413 -7.203 -0.565 0.44
H 0.704 -7.405 -1.838 0.38
H 1.804 -5.376 -2.740 0.44
H 0.768 -3.154 -2.347 0.45
H -4.493 -1.640 0.909 0.35
H -6.185 -0.117 1.644 0.41
H -7.482 1.949 1.297 0.41
H -6.623 3.688 -0.251 0.39
H -4.486 3.355 -1.442 0.48
C 4.613 -2.991 1.616 -1.73
C 3.241 -2.495 1.984 0.82
C 3.034 -1.745 3.137 -0.66
C 1.766 -1.282 3.467 -0.41
C 0.704 -1.581 2.634 -0.46
C 0.885 -2.349 1.493 -0.07
C 2.150 -2.800 1.169 -0.60
S -0.927 -0.985 3.002 1.15
O -0.904 -0.362 4.301 -0.77
O -1.850 -2.058 2.768 -0.66
N -1.167 0.107 1.827 -0.12
C -1.067 1.442 1.891 0.22
C -0.818 2.289 2.997 -0.90
C -0.704 3.637 2.778 -0.40
C -0.854 4.167 1.486 -0.98
C -1.126 3.300 0.462 -0.51
N -1.237 1.980 0.663 -0.01
H 5.373 -2.589 2.285 0.37
H 4.865 -2.704 0.594 0.34
H 4.649 -4.081 1.669 0.42
H 3.867 -1.531 3.795 0.43
H 1.580 -0.707 4.365 0.50
H 0.027 -2.610 0.888 0.29
H 2.291 -3.409 0.284 0.60
H -0.720 1.841 3.972 0.61
H -0.500 4.305 3.606 0.43
H -0.754 5.223 1.287 0.46
H -1.275 3.640 -0.556 0.59
N 0.433 0.836 -1.035 0.07
C 1.406 1.568 -1.394 0.28
C 2.775 1.348 -0.872 0.00
C 2.981 1.042 0.470 0.02
C 4.266 0.828 0.940 -0.70
C 5.346 0.878 0.070 -0.51
C 5.141 1.162 -1.273 -0.83
C 3.863 1.415 -1.742 -0.14
C 1.158 2.696 -2.333 0.64
C 1.870 3.888 -2.210 -0.23
C 1.532 4.978 -2.997 -0.87
C 0.511 4.881 -3.931 -0.43
C -0.177 3.685 -4.082 -0.79
C 0.136 2.601 -3.280 -0.34
H 2.126 0.973 1.134 0.42
H 4.424 0.620 1.991 0.44
H 6.347 0.688 0.436 0.41
H 5.978 1.183 -1.960 0.39
H 3.695 1.649 -2.786 0.53
H 2.662 3.969 -1.477 0.49
H 2.075 5.907 -2.879 0.41
H 0.251 5.739 -4.538 0.41
H -0.956 3.594 -4.828 0.44
H -0.405 1.668 -3.375 0.48
```

Computed properties:
Total energy: -2631.24218 Ha
2S+1: 2
Kohn-Sham gap (spin up / spin down): 6.17 / 6.68 eV

---

Here is a structure of composition C18H24N2O3S from the Open Molecules 2025 dataset. Energies are from ωB97M-V with the def2-TZVPD basis set.

The geometry in XYZ format:
```
48
Properties=species:S:1:pos:R:3:nbo_charge:R:1
C 2.200 -5.486 -2.404 -0.63
C 2.055 -6.310 -1.218 -0.40
C 1.525 -5.650 0.111 -0.42
H 1.594 -6.420 0.805 0.22
H 0.645 -5.259 -0.326 0.22
C 2.702 -4.591 0.453 -0.24
N 2.477 -3.306 -0.093 -0.63
C 1.661 -2.355 0.546 0.66
O 1.552 -2.432 1.769 -0.63
C 1.369 -1.040 -0.200 -0.09
C 0.333 -0.398 0.501 -0.23
C -0.086 0.734 -0.329 0.21
C 0.529 1.284 -1.756 -0.01
C 1.481 0.356 -1.972 -0.15
C 1.874 -0.780 -1.492 -0.28
H 2.882 -1.363 -1.762 0.24
H 2.061 0.738 -3.085 0.15
C 0.125 2.369 -2.348 -0.65
H -1.219 2.425 -2.281 0.21
H 0.465 3.266 -1.830 0.29
H 0.314 2.222 -3.470 0.24
N -0.899 1.563 0.453 -0.65
C -0.965 2.976 0.634 0.67
O 0.123 3.664 0.309 -0.69
C -2.376 3.444 1.169 -0.66
C -2.215 4.916 1.683 0.53
O -3.064 5.540 2.236 -0.49
C -4.341 4.593 2.949 -0.02
C -4.634 3.690 1.827 -0.65
H -5.594 3.246 2.176 0.26
H -5.103 4.210 0.920 0.25
S -3.564 2.429 1.305 0.40
H -4.996 5.368 3.238 0.23
H -3.801 4.097 3.607 0.20
C -1.011 5.857 1.357 -0.66
H -0.225 5.433 1.971 0.26
H -1.063 5.994 0.230 0.27
H -1.168 6.831 2.091 0.21
H -1.673 1.123 0.907 0.38
H 0.028 -0.651 1.456 0.25
H 2.357 -3.127 -1.030 0.38
H 3.825 -4.946 0.441 0.21
H 2.592 -4.506 1.538 0.24
H 1.559 -7.240 -1.521 0.21
H 3.086 -7.007 -1.110 0.18
H 2.296 -5.983 -3.384 0.23
H 1.270 -4.892 -2.626 0.20
H 3.014 -4.626 -2.445 0.19
```

Computed properties:
Total energy: -1433.28748 Ha
Kohn-Sham gap: 7.30 eV

---

Here is a structure of composition C15H23Cl3NO2PV from the Open Molecules 2025 dataset. Energies are from ωB97M-V with the def2-TZVPD basis set.

The geometry in XYZ format:
```
46
Properties=species:S:1:pos:R:3:nbo_charge:R:1
C 2.844 -3.779 1.209 -0.22
C 3.049 -2.580 1.882 -0.21
C 2.472 -1.388 1.423 -0.08
C 1.617 -1.435 0.325 -0.30
C 1.355 -2.633 -0.335 -0.08
C 1.981 -3.798 0.120 -0.21
C 2.800 -0.109 2.146 -0.46
C 2.681 1.215 1.353 -0.26
N 2.807 1.154 -0.193 -0.49
V 0.966 0.534 -0.388 0.68
C 0.425 -2.664 -1.515 -0.71
P 0.133 -0.835 -2.006 1.09
H 3.734 -2.513 2.715 0.20
H 1.746 -4.720 -0.395 0.20
H 3.355 -4.683 1.532 0.21
H -0.542 -3.147 -1.260 0.22
H 0.873 -3.194 -2.379 0.23
H 2.090 -0.031 2.992 0.25
H 3.804 -0.171 2.599 0.22
H 1.651 1.631 1.543 0.24
C -1.507 -1.038 -2.812 -0.95
C 1.295 -0.781 -3.424 -0.94
H 3.510 1.877 1.671 0.22
C 3.898 0.220 -0.657 -0.40
C 3.196 2.544 -0.628 -0.41
H -2.159 -2.653 0.371 0.50
H 4.816 0.793 -0.818 0.19
H 4.174 -0.507 0.109 0.23
H 3.625 -0.282 -1.590 0.22
H 4.265 2.560 -0.874 0.20
H 2.599 2.871 -1.482 0.23
H 3.101 3.241 0.211 0.21
H 0.918 -1.404 -4.250 0.23
H 1.337 0.278 -3.709 0.24
H 2.298 -1.109 -3.113 0.23
H -1.505 -1.924 -3.476 0.23
H -2.275 -1.164 -2.029 0.27
H -1.697 -0.106 -3.372 0.24
H 0.779 1.381 -1.725 -0.25
Cl -3.262 0.810 3.046 0.11
C -2.864 0.194 1.540 -0.19
Cl -3.673 0.807 0.199 0.09
Cl -0.660 1.050 0.996 -0.41
C -2.433 -1.239 1.524 0.69
O -2.214 -1.921 2.510 -0.57
O -2.249 -1.692 0.236 -0.70
```

Computed properties:
Total energy: -3456.42871 Ha
2S+1: 4
Kohn-Sham gap (spin up / spin down): 7.43 / 8.00 eV

---

Here is a cluster of 9 separate species, C19H46F36N3O2P6 in total from the Open Molecules 2025 dataset. Energies are from ωB97M-V with the def2-TZVPD basis set.

The geometry in XYZ format:
```
112
Properties=species:S:1:pos:R:3:mulliken_charge:R:1
C -22.938 -4.095 18.751 -1.04
C -21.658 -3.519 19.294 0.38
O -20.548 -3.714 18.804 -0.33
N -21.654 -2.746 20.631 -0.09
H -21.508 -1.747 20.628 0.34
H -22.595 -2.747 20.998 0.41
C -20.687 -3.341 21.689 -0.78
H -23.290 -5.078 19.064 0.37
H -22.839 -4.113 17.666 0.14
H -23.750 -3.448 19.083 0.51
H -20.831 -4.419 21.613 0.37
H -20.915 -2.902 22.660 0.36
H -19.671 -3.042 21.432 0.34
C -19.776 -5.173 16.201 -0.39
N -18.771 -6.314 16.077 1.17
C -18.042 -6.611 17.428 -1.08
C -19.509 -7.594 15.650 -0.88
C -17.707 -6.058 14.955 -0.76
C -16.531 -5.102 15.171 -0.30
O -16.928 -3.800 15.518 0.20
H -20.648 -5.428 16.804 0.21
H -20.242 -5.267 15.220 0.31
H -19.470 -4.134 16.325 -0.06
H -18.778 -6.888 18.183 0.25
H -17.552 -5.656 17.616 0.32
H -17.344 -7.439 17.306 0.36
H -18.851 -8.454 15.775 0.47
H -19.712 -7.519 14.582 0.28
H -20.379 -7.717 16.295 0.24
H -18.112 -5.842 13.967 0.18
H -17.240 -7.024 14.762 0.23
H -15.872 -5.019 14.307 0.69
H -15.966 -5.420 16.047 -0.34
H -16.167 -3.221 15.605 0.00
C -23.142 1.998 12.879 -1.31
C -21.646 2.002 12.818 -0.52
C -21.021 0.597 13.232 -0.48
C -19.472 0.633 13.317 -1.13
N -18.933 -0.605 14.123 0.84
C -17.401 -0.807 14.022 -0.03
C -17.050 -1.660 12.779 -0.77
C -18.420 -2.059 12.267 -0.43
C -19.405 -1.889 13.403 0.30
C -19.440 -0.637 15.562 -0.71
C -19.267 0.612 16.381 -0.69
C -19.558 0.325 17.861 -1.37
H -23.547 1.077 12.461 0.33
H -23.529 2.848 12.316 0.42
H -23.540 2.129 13.885 0.30
H -21.283 2.858 13.386 0.37
H -21.337 2.212 11.794 0.34
H -21.446 -0.056 12.470 0.46
H -21.452 0.244 14.168 0.35
H -18.949 1.452 13.811 0.43
H -19.107 0.588 12.291 0.60
H -17.024 -1.236 14.950 -0.35
H -17.064 0.230 14.001 0.61
H -16.466 -2.558 12.977 0.29
H -16.443 -1.002 12.157 0.29
H -18.345 -3.123 12.043 0.15
H -18.587 -1.578 11.304 0.23
H -19.275 -2.728 14.086 -0.66
H -20.478 -1.865 13.209 0.43
H -18.946 -1.480 16.046 0.23
H -20.500 -0.887 15.531 0.70
H -19.825 1.474 16.016 0.36
H -18.226 0.918 16.276 0.41
H -19.628 1.328 18.283 0.39
H -18.894 -0.257 18.500 0.34
H -20.514 -0.186 17.967 0.31
P -20.481 -5.700 10.803 1.32
F -20.611 -7.166 11.456 -0.34
F -20.320 -6.461 9.395 -0.40
F -22.082 -5.654 10.611 -0.41
F -20.199 -4.256 10.084 -0.44
F -20.629 -5.016 12.273 -0.36
F -18.843 -5.705 10.948 -0.35
P -15.122 -1.515 17.570 1.39
F -15.124 -1.908 15.992 -0.49
F -14.912 0.024 17.125 -0.41
F -16.755 -1.297 17.600 -0.42
F -15.004 -1.011 19.123 -0.42
F -15.170 -3.077 18.060 -0.35
F -13.442 -1.613 17.457 -0.41
P -23.912 -6.762 16.185 1.24
F -24.786 -8.028 16.712 -0.40
F -24.719 -5.787 17.161 -0.44
F -22.880 -6.979 17.370 -0.34
F -23.040 -5.507 15.646 -0.32
F -23.060 -7.728 15.209 -0.34
F -25.050 -6.522 15.007 -0.38
P -13.553 -6.524 17.965 1.18
F -12.783 -5.676 19.146 -0.41
F -13.483 -5.376 16.860 -0.33
F -12.093 -7.099 17.494 -0.39
F -14.356 -7.454 16.875 -0.34
F -13.790 -7.676 19.006 -0.38
F -15.037 -5.917 18.420 -0.35
P -17.150 -9.220 12.205 1.27
F -15.712 -9.473 12.865 -0.40
F -17.256 -10.859 12.111 -0.42
F -17.840 -9.351 13.688 -0.34
F -18.568 -8.947 11.535 -0.31
F -16.958 -7.636 12.520 -0.36
F -16.429 -9.085 10.656 -0.44
P -19.112 -10.089 19.217 1.26
F -20.390 -9.469 18.488 -0.35
F -18.133 -9.445 18.039 -0.34
F -18.875 -8.781 20.124 -0.36
F -17.781 -10.663 19.973 -0.40
F -20.112 -10.721 20.374 -0.41
F -19.190 -11.474 18.343 -0.39
```

Computed properties:
Total energy: -6710.85939 Ha
Charge: -3
Kohn-Sham gap: 6.20 eV